Density functional theory data (ωB97M-V/def2-TZVPD) for a cluster of 6 separate species, C44H67F15N2O13 in total.

Calculated values
Electronic energy ... -4302.4383 hartree
LUMO energy ... 0.2 eV
Energy relative to the best compared isomer or geometry (same formula, charge and spin) ... 0.0 kJ/mol
HOMO ... -9.79 eV

```
! wB97M-V def2-TZVPD RIJCOSX def2/J DEFGRID3
* xyz 0 1
C 1.547 2.665 -4.356
H 6.178 -1.017 0.894
C 2.223 7.190 6.978
H -8.809 -2.724 -4.217
C -11.789 -5.183 -1.975
H 2.954 6.392 7.092
H 1.256 6.812 7.310
F -10.359 -3.467 -1.181
H 13.461 -6.002 2.824
O 2.481 6.687 1.572
C -5.834 -1.947 -4.598
O 15.363 -6.072 3.494
H -12.676 -7.224 -3.176
C 16.121 -6.188 4.574
H -14.348 -6.668 -3.163
C -8.308 -3.496 -3.634
H 2.139 0.799 -0.900
C 13.857 -4.201 3.937
C -4.891 -1.119 -5.486
H -14.435 -6.969 -0.676
C -11.525 -3.679 -1.787
F 17.992 -5.904 3.129
C 0.103 2.447 -4.821
C -1.601 0.497 -4.573
C 2.264 1.831 -0.569
C 11.729 0.778 -0.831
H 1.912 6.859 4.881
C 1.691 4.035 -1.679
F 3.545 10.574 8.771
C 13.990 -5.692 3.722
H 14.288 -3.657 3.097
O -16.976 -3.131 2.612
H 2.053 5.928 -0.774
H -4.978 -1.456 -6.519
F -11.492 -3.058 -2.977
H -9.028 -4.249 -3.335
C -14.799 -0.884 3.132
C 1.852 1.875 -3.055
H 3.974 -0.227 0.482
H -14.057 -8.494 -1.497
H 2.195 2.321 -5.159
C 11.317 -1.461 -0.260
H 7.444 0.201 1.130
F 12.632 -3.306 -0.928
H 0.934 1.410 -2.698
C -0.237 0.978 -5.121
H -13.937 -1.127 3.753
H 10.984 0.647 -1.614
H -15.699 -1.056 3.720
H -0.037 3.028 -5.733
C 2.176 7.680 5.548
C -15.914 -3.675 2.549
H -5.736 -3.558 -5.985
F 18.386 -6.486 5.178
O 15.793 -6.023 5.710
H -5.288 -2.378 -3.757
H 13.592 -6.260 4.563
H -1.868 -0.557 -6.411
H 12.589 1.285 -1.261
H 14.372 -3.886 4.843
O 12.228 -0.516 -0.425
H 3.139 8.084 5.239
F 12.916 -2.586 1.100
F 1.551 11.176 9.365
O 10.136 -1.361 -0.412
F -16.791 -5.658 3.483
O 2.663 8.230 7.874
C 2.789 0.801 -3.383
H 4.542 0.641 -0.933
H -0.212 0.838 -6.199
H 1.432 8.470 5.436
H 1.891 3.927 1.429
C -15.722 -5.174 2.857
N 4.978 3.200 -2.187
C 4.400 0.730 0.151
H -5.146 -0.062 -5.454
C 2.361 10.134 9.210
O -10.936 -6.011 -1.860
C 2.435 7.908 2.122
H -7.563 -4.927 -5.085
C 1.381 4.671 0.818
O -14.757 -3.136 2.197
C 1.261 5.936 1.662
H -3.046 -2.222 -5.489
H -2.120 1.317 -4.079
H 3.907 2.801 0.534
H 1.441 8.379 2.189
C -7.175 -4.120 -4.467
C -13.440 -6.740 -2.569
H 0.373 4.306 0.629
C -2.513 -0.135 -5.642
C -14.797 -1.728 1.876
C 11.177 1.551 0.346
H 12.806 -3.931 4.026
H 3.228 4.734 -0.297
H 1.324 2.106 -0.099
N 3.550 -0.012 -3.663
O 5.613 0.978 0.808
H 0.412 6.538 1.335
C 3.407 1.840 0.452
H -3.132 0.626 -6.115
C -3.409 -1.273 -5.098
H -1.415 -0.285 -3.839
F 11.114 -3.664 0.576
C 12.008 -2.781 0.135
C 17.542 -6.627 4.161
C 1.744 9.115 8.230
H -0.588 2.878 -4.094
H -6.414 -4.503 -3.788
O 3.409 8.497 2.487
H -12.781 -7.575 -0.691
H 1.794 4.662 -2.559
H 10.879 2.549 0.027
C 2.435 2.707 -1.855
F -12.483 -3.093 -1.051
F -14.649 -5.379 3.629
H 11.930 1.642 1.129
H 0.625 3.833 -1.567
H -7.243 -2.654 -6.052
H 6.804 -0.100 -0.504
H 1.109 5.657 2.705
F 2.543 9.554 10.406
O 0.597 9.138 7.897
C 2.169 4.886 -0.483
H -14.755 0.173 2.870
H 10.306 1.052 0.770
H -3.324 -1.310 -4.013
H 0.533 0.313 -4.732
O -13.053 -5.372 -2.315
H -7.871 -3.008 -2.767
H -6.601 -1.301 -4.173
F 17.527 -7.917 3.795
C -13.692 -7.490 -1.281
H 1.723 3.726 -4.234
H -15.664 -1.525 1.249
C 3.854 2.988 -2.091
F -15.555 -5.860 1.715
H 2.965 1.638 1.429
C 6.556 -0.048 0.557
C -6.509 -3.089 -5.371
H -13.902 -1.542 1.287
*
```


Density functional theory data (ωB97M-V/def2-TZVPD) for a cluster of 7 separate species, C30H62ClN8O6 in total in a non-equilibrium geometry.

Calculated values
Electronic energy ... -2529.4788 hartree
LUMO energy ... -4.2 eV
Energy relative to the best compared isomer or geometry (same formula, charge and spin) ... 1028.9 kJ/mol
HOMO ... -10.68 eV

```
! wB97M-V def2-TZVPD RIJCOSX def2/J DEFGRID3
* xyz 1 1
H -4.012 1.631 1.715
H -3.930 -0.754 2.739
H 1.274 -2.440 -0.614
H -5.263 5.445 6.951
C 2.248 2.089 0.459
N 2.982 2.776 -0.575
C -7.839 5.673 5.059
H 1.264 1.828 0.061
H 6.287 -1.205 -1.775
H 0.502 -4.041 -7.499
C 3.135 -0.874 -2.241
H 9.172 -5.563 -3.780
H -5.913 3.793 6.798
H 2.211 -0.642 -4.153
H -1.254 0.659 0.648
C -8.838 5.966 6.143
H 7.660 -6.150 -3.041
C 2.265 -3.784 -5.467
H 0.167 -3.639 -1.309
H -7.010 4.995 1.908
C 0.200 -6.292 -0.059
C -3.975 4.549 1.358
C -3.071 3.532 2.296
H 3.773 -5.035 -6.316
H 3.897 -1.189 -4.216
N 4.285 -0.783 -1.511
C -0.920 3.198 4.256
H 3.787 5.818 0.606
H -0.712 -1.394 2.464
H 5.611 -0.132 -3.027
O 7.611 -2.759 -1.078
H 0.024 -5.473 1.892
H -7.516 4.450 0.169
H 2.113 -5.532 -6.693
C -1.243 1.575 4.170
H 4.165 -1.035 -0.537
O 4.111 4.478 -1.512
H -2.590 -1.048 4.035
N 1.023 -3.235 -5.614
H -5.735 2.957 1.427
H -6.909 5.079 7.526
H 2.790 1.173 0.709
H 6.550 -4.729 0.095
H -0.825 -6.671 -0.085
H -0.631 0.813 4.831
O 2.092 -1.235 -1.700
H -4.433 0.378 -1.007
H 3.510 0.520 -3.821
H -6.321 6.002 0.360
H -5.283 3.480 -0.327
C 0.629 -3.943 0.759
C -1.757 -1.297 1.920
C 5.594 -0.381 -1.966
C 7.560 -3.878 -1.583
H 3.149 2.297 -1.453
C 0.106 -3.395 -6.716
N -4.040 -0.184 -0.201
C -6.164 4.856 6.762
N -3.247 2.028 2.326
H 7.602 -5.158 -4.520
C 3.317 4.837 0.720
C 8.126 -5.321 -3.575
H -2.121 -2.378 1.651
Cl -4.359 6.031 2.466
H -0.100 -2.405 -7.132
O -8.080 5.878 3.872
C 6.928 -5.047 -0.882
H -0.063 3.647 4.951
C 2.774 -4.670 -6.570
N 8.090 -4.090 -2.824
H -2.346 0.005 -1.546
O 2.925 -3.548 -4.459
H -2.643 -1.808 -0.948
H 2.251 4.986 0.912
H 0.747 -2.651 -4.833
H 6.088 -5.427 -1.469
H -0.821 -3.822 -6.327
C 1.010 -3.501 -0.626
H -6.007 4.990 4.648
C -1.860 4.157 3.264
H 1.878 -4.068 -0.974
C 3.200 -0.522 -3.700
H 5.903 0.491 -1.383
H -8.434 6.711 6.834
C -2.669 -0.670 -0.617
H -9.089 5.047 6.680
N -6.628 5.162 5.431
C -1.496 -0.490 0.517
H 2.840 -4.105 -7.504
C -5.361 3.889 0.783
H -0.507 -0.963 0.044
H 8.498 -3.258 -3.235
C -6.638 4.952 0.775
C -2.784 -0.561 2.966
H 2.126 2.694 1.358
O 0.634 -3.174 1.717
H 0.874 -7.096 0.247
H 0.482 -5.942 -1.053
H -3.309 4.832 0.438
N 0.267 -5.248 0.934
C 3.507 4.036 -0.537
C -2.426 1.049 3.150
H -9.754 6.367 5.700
H -4.719 -0.959 -0.038
H 3.788 4.326 1.564
H 7.670 -5.835 -0.724
H -1.628 5.310 3.282
*
```


Density functional theory data (ωB97M-V/def2-TZVPD) for a cluster of 2 separate species, C3H4BrO3 in total in a non-equilibrium geometry.

Calculated values
Electronic energy ... -2916.4476 hartree
LUMO energy ... 3.7 eV
Energy relative to the best compared isomer or geometry (same formula, charge and spin) ... 281.2 kJ/mol
HOMO ... -2.48 eV

```
! wB97M-V def2-TZVPD RIJCOSX def2/J DEFGRID3
* xyz -1 1
C -0.864 2.302 0.111
O -0.443 2.466 1.155
O -0.012 -0.405 -1.521
O -1.331 2.468 -0.956
H 0.651 -1.428 1.532
H 1.338 -2.037 0.084
C 1.108 -1.168 0.610
H 2.169 -0.663 0.551
H -0.859 0.110 -1.780
Br -1.762 -1.376 0.300
C 0.003 -0.268 -0.087
*
```


Density functional theory data (ωB97M-V/def2-TZVPD) for a cluster of 4 separate species, C8H24O4S4 in total in a non-equilibrium geometry.

Calculated values
Electronic energy ... -2212.7822 hartree
LUMO energy ... 0.3 eV
Energy relative to the best compared isomer or geometry (same formula, charge and spin) ... 0.0 kJ/mol
HOMO ... -8.55 eV

```
! wB97M-V def2-TZVPD RIJCOSX def2/J DEFGRID3
* xyz 0 1
C -3.325 -1.203 2.197
H -1.453 -2.371 1.064
C -2.438 1.787 -0.475
H 3.600 -1.328 -2.734
H 2.467 2.216 2.172
C 2.754 -1.092 -2.091
S 2.704 -2.279 -0.739
H 0.780 1.907 1.717
C -1.307 -0.301 -1.504
S 2.172 2.279 -0.173
H -4.051 -0.532 2.655
H -0.798 -2.949 2.596
C 1.455 -3.355 -1.437
H 1.951 0.601 1.484
H 0.152 -1.802 1.596
H 0.260 3.702 0.193
H 1.789 4.406 0.813
H -2.909 2.749 -0.638
H -1.001 -0.937 -2.338
H 1.409 4.390 -0.929
O 3.599 2.661 -0.209
H 1.822 -1.160 -2.644
O -1.416 1.951 -2.866
H -3.018 1.190 0.221
H -3.573 -2.226 2.495
H -1.911 -0.928 -0.833
C -0.850 -2.088 1.929
H -3.369 -1.130 1.108
H -0.413 0.063 -0.985
H -1.433 1.904 -0.093
S -2.306 1.040 -2.090
O -1.357 0.514 2.166
C 1.326 3.838 0.007
H 2.928 -0.109 -1.662
S -1.710 -0.769 2.801
H 1.736 -3.593 -2.465
C 1.820 1.677 1.489
H 1.372 -4.264 -0.853
H 0.512 -2.809 -1.379
O 2.029 -1.649 0.435
*
```


Density functional theory data (ωB97M-V/def2-TZVPD) for a structure of composition C28H49AlBeBr5Cl3F5N5O13P2S in a non-equilibrium geometry.

Calculated values
Electronic energy ... -18435.6450 hartree
LUMO energy ... -4.6 eV
HOMO ... -5.49 eV

```
! wB97M-V def2-TZVPD RIJCOSX def2/J DEFGRID3
* xyz 0 1
H 1.544 0.324 -3.586
C -2.775 -1.686 0.487
H -4.572 1.167 2.538
F -0.740 1.746 -3.978
C -8.889 -2.917 2.496
Br -7.921 -4.166 3.587
H -1.886 -1.783 -1.488
C 1.754 3.454 -5.046
H -0.388 4.038 0.454
H -3.057 -0.711 0.097
H -2.949 -0.922 5.855
H 3.554 5.211 -7.052
C 0.263 -1.760 3.088
C 0.291 1.021 0.357
Br -8.391 -3.090 0.582
Br 4.063 -0.986 5.014
C 1.501 -4.217 2.274
H 4.734 6.245 -6.266
H 0.184 0.912 1.438
C 5.041 3.461 -3.191
H -3.130 0.555 6.817
H 5.721 2.632 -2.978
H -8.531 -1.871 2.707
H 4.622 3.805 -2.243
N 2.921 3.994 -4.380
H 4.943 4.500 -6.209
H -0.556 -3.373 0.696
F 0.929 -2.037 4.190
H 2.109 2.310 0.200
C -1.807 -2.306 -0.540
H 2.176 -3.068 0.633
C 2.308 -0.397 -0.399
F -0.250 -0.522 3.250
C 3.941 2.995 -4.138
O 4.817 -6.916 2.420
H -4.245 -3.252 -0.013
S 4.942 -0.884 -2.709
H 0.876 4.274 -5.049
Cl -10.100 -4.245 -0.191
C -4.709 0.259 5.347
H -2.337 -1.499 1.472
N 1.125 0.778 -2.787
O 3.056 -0.550 0.799
C -0.411 -2.562 -0.008
H 3.460 2.124 -3.682
F -5.584 0.264 6.378
C -4.896 0.759 1.589
Be 2.599 7.274 -6.338
C 0.435 3.449 0.976
H -4.108 0.947 0.860
P 0.227 -0.196 -2.043
O -3.113 2.592 3.521
H 5.451 -0.651 2.368
O 1.477 4.271 1.364
C -3.283 0.112 5.832
C 1.139 -1.753 1.839
H 1.832 4.682 0.565
H 3.349 -5.170 1.871
O 3.441 -7.423 4.078
O -4.691 1.546 4.743
C -5.198 -0.702 1.762
H -4.083 -2.862 1.708
C 3.393 5.274 -4.862
Br -10.762 -2.988 2.809
H -5.791 1.307 1.303
H -5.020 -0.482 4.609
Al -1.857 3.242 0.097
H 2.009 3.734 -7.205
C 4.197 5.297 -6.172
H -0.030 2.967 1.847
H -0.964 1.144 -3.137
C 3.690 -1.304 -1.932
P 3.807 -1.891 2.968
H 4.408 2.642 -5.073
F -0.802 -2.554 2.955
C 1.922 2.928 -6.474
H 5.639 4.266 -3.618
O 5.163 -1.550 2.141
H 2.522 5.961 -4.954
H -0.737 1.207 0.027
C -4.099 -2.448 0.698
C 2.408 -0.831 1.984
H 1.038 2.350 -6.745
C 4.592 -7.353 3.554
H 2.226 -5.311 0.535
H 1.072 -1.811 -3.192
O 0.212 -1.619 -2.809
H 4.008 5.731 -4.081
O -5.454 -1.118 2.862
O 5.478 -7.781 4.345
O -1.158 0.453 -2.228
H 2.792 2.269 -6.575
H 0.278 -2.981 -0.732
N 1.773 -3.000 1.556
C -3.429 1.752 4.300
Cl 2.253 0.708 2.946
H 2.004 -6.310 2.007
O -5.202 -1.540 0.666
H 1.806 -4.221 3.320
H -2.198 -3.298 -0.768
N 0.234 -1.377 0.641
H 0.771 2.578 -0.983
H 2.701 0.475 -0.903
H -0.565 -0.930 1.106
C 2.308 -5.348 1.623
N 2.680 -1.555 -1.291
H 0.463 -4.567 2.282
O -2.561 0.870 4.850
C 1.040 2.315 0.047
Br -0.137 5.358 -4.085
C 0.789 -0.312 -0.249
H 1.361 2.646 -4.427
Cl -8.350 -0.049 2.207
*
```


Density functional theory data (ωB97M-V/def2-TZVPD) for a cluster of 3 separate species, C5H13NO2 in total in a non-equilibrium geometry.

Calculated values
Electronic energy ... -403.4670 hartree
LUMO energy ... 0.5 eV
Energy relative to the best compared isomer or geometry (same formula, charge and spin) ... 287.8 kJ/mol
HOMO ... -7.87 eV

```
! wB97M-V def2-TZVPD RIJCOSX def2/J DEFGRID3
* xyz 0 1
H -0.897 -3.272 3.440
H -0.154 0.010 0.092
O 2.759 3.901 -3.354
H 1.928 4.441 -0.517
N 0.187 -2.215 1.116
H 2.251 3.091 -3.269
H -2.778 -1.035 -1.095
H 0.874 -2.497 1.809
H -2.570 -3.388 2.597
H -1.254 -4.392 2.099
H -3.049 -1.721 1.177
C -1.156 -2.545 1.373
O 2.836 4.764 -0.502
H 2.763 5.501 0.108
H -1.081 0.851 -1.341
C -1.506 -3.438 2.561
C -1.848 -0.960 -0.518
C -2.076 -1.817 0.692
C -0.952 -0.006 -0.684
H 3.072 4.081 -2.458
H 0.582 -2.514 0.231
*
```


Density functional theory data (ωB97M-V/def2-TZVPD) for a structure of composition C22H22ClN4O6PtS in a non-equilibrium geometry.

Calculated values
Electronic energy ... -2499.0965 hartree
LUMO energy (alpha / beta) ... -6.2 / -6.2 eV
Energy relative to the best compared isomer or geometry (same formula, charge and spin) ... 471.9 kJ/mol
HOMO (alpha / beta) ... -10.82 / -10.83 eV

```
! wB97M-V def2-TZVPD RIJCOSX def2/J DEFGRID3
* xyz 1 1
C -0.068 3.210 2.720
S -1.780 1.009 -0.704
H 0.131 -3.167 -3.889
N 0.129 2.331 0.572
H -2.201 4.008 4.245
O 1.270 0.864 -1.352
H -2.777 -0.132 3.093
H 2.464 3.926 2.326
C 4.260 1.173 -4.136
Pt 0.036 -0.867 -0.530
H -3.327 2.791 3.588
C -0.309 -2.636 -3.036
H -4.929 -1.173 3.750
C -2.129 -3.294 -0.229
N 0.482 -1.493 -2.668
H 3.520 -0.643 -4.966
C 3.152 1.987 -2.163
H -5.756 -3.167 2.550
O 3.507 0.314 0.657
C -4.345 -1.584 2.940
N -1.040 -2.875 -0.756
C 2.222 0.906 -2.198
H -1.022 -4.465 -2.130
O 1.303 0.091 1.284
H -2.574 -4.218 -0.613
C 2.121 3.377 1.456
H 0.574 -3.912 -1.530
O 2.916 -1.251 2.283
C -3.157 -1.008 2.592
C -2.351 -1.545 1.537
O 2.305 -1.600 0.055
H 3.061 2.701 -1.360
H -4.456 -4.124 0.708
C 3.409 0.094 -4.181
C 0.707 2.970 1.603
C -0.427 -3.590 -1.839
C -4.819 -2.717 2.263
H 1.714 -1.801 -4.255
C 4.131 2.117 -3.110
O -1.235 -1.008 1.294
C 1.495 -1.171 -3.386
C -1.139 1.860 0.645
H -1.313 -2.286 -3.305
Cl 2.552 -0.630 1.092
C -2.298 2.991 3.875
H 0.708 2.006 -0.225
C -1.398 2.766 2.719
C 2.380 -0.067 -3.240
H 2.741 2.487 1.325
N -1.905 2.112 1.681
C -4.085 -3.254 1.230
H 0.342 3.716 3.577
H 4.820 2.949 -3.066
C -2.862 -2.696 0.835
H -2.018 2.321 4.689
H 5.022 1.292 -4.889
H 2.247 4.004 0.575
*
```